The following is a quantum chemistry calculation of a 3-piece molecular cluster, C3H11N3O2 overall, from the OMol25 dataset.

The geometry in XYZ format:
```
19
Properties=species:S:1:pos:R:3:forces:R:3
C 1.396 -0.068 -1.316 -0.607 0.972 3.389
C -1.521 0.141 0.351 2.548 0.994 1.881
C -1.592 -1.350 0.569 0.366 -0.015 0.126
O 1.152 -1.402 -1.668 -0.463 -0.542 0.473
O 2.577 0.056 -0.566 1.671 -0.327 -0.117
H 0.939 -1.877 -0.845 0.292 0.158 -0.575
H 3.340 -0.307 -1.043 -0.110 0.074 -0.047
H 1.507 0.438 -2.281 -0.502 0.356 0.259
H -1.361 0.418 -0.689 -0.179 0.079 0.102
H -2.317 0.679 0.870 0.023 0.012 -0.412
H -0.725 -1.853 0.140 -0.183 0.054 -0.164
H -1.571 -1.594 1.635 -0.306 0.055 -0.059
H -2.493 -1.761 0.107 0.096 0.035 0.114
N -0.122 0.680 1.142 -2.726 -1.970 -1.762
N 0.002 1.983 1.477 1.085 0.975 0.816
N 0.060 2.854 0.605 -0.871 -0.017 -0.091
H 0.779 0.371 -0.084 0.200 -0.819 -4.076
H 0.087 0.091 1.941 -0.453 0.245 0.148
H -0.137 2.500 -0.347 0.116 -0.318 -0.003
```
Forces are in eV/Å.

As for the charge: 0. The lowest unoccupied orbital energy is 0.639 eV. The energy above the lowest of the compared OMol25 structures with the same formula, charge and spin comes out at 5.961 eV.

Results of the Mulliken charge analysis, in e, for atoms 1 through 8: -0.299, -0.172, -0.954, -0.491, -0.521, 0.268, 0.298, 0.307

---

The following is a quantum chemistry calculation of a single C11H10O2 molecule, from the OMol25 dataset.

The geometry in XYZ format:
```
23
Properties=species:S:1:pos:R:3:forces:R:3
C -2.693 2.297 1.392 0.527 -0.380 1.401
C -2.492 1.923 -0.043 -1.359 0.730 -1.415
C -1.431 0.881 -0.227 -0.920 1.319 0.396
C -1.679 -0.306 -0.723 -0.053 -1.642 -0.476
C -0.658 -1.315 -0.877 0.321 0.491 0.290
C 0.672 -0.895 -0.373 0.904 -2.368 -0.747
C 1.801 -1.815 -0.486 -0.578 1.873 0.604
C 3.020 -1.399 0.054 -1.343 -0.059 -0.281
C 3.043 -0.200 0.807 -0.989 0.847 -0.706
C 1.994 0.731 0.894 -0.457 -2.589 -1.378
C 0.788 0.325 0.220 1.475 1.372 1.300
H -2.998 1.434 2.012 0.205 0.329 -0.257
H -3.398 3.082 1.562 -0.796 0.381 -0.292
H -1.776 2.719 1.804 0.211 -0.292 0.096
H -2.291 2.881 -0.607 0.183 -1.108 0.293
H -3.470 1.533 -0.476 1.327 0.318 0.438
H -2.654 -0.662 -0.965 -0.626 0.304 -0.321
H 1.587 -2.752 -0.998 0.325 0.242 0.087
H 3.954 -1.939 -0.109 -0.410 -0.053 0.278
H 3.966 0.039 1.249 1.018 0.419 0.629
H 2.042 1.664 1.419 0.118 0.212 0.151
O -0.909 -2.403 -1.344 0.259 -0.727 -0.254
O -0.236 1.231 0.254 0.657 0.381 0.163
```
Forces are in eV/Å.

As for the charge: 0. The lowest unoccupied orbital energy is 0.327 eV. The energy above the lowest of the compared OMol25 structures with the same formula, charge and spin comes out at 0.000 eV.

Results of the Mulliken charge analysis, in e, for atoms 1 through 8: -1.201, -0.485, 0.421, -0.293, 0.427, 0.517, -0.486, -0.642

---

The following is a quantum chemistry calculation of C14H36F6N10O12S2V as an isolated structure, from the OMol25 dataset.

The geometry in XYZ format:
```
81
Properties=species:S:1:pos:R:3:forces:R:3
O 0.005 0.061 -1.730 -0.550 -1.368 0.548
V -0.002 -1.447 -1.326 0.919 0.671 -0.966
C -3.684 -1.178 1.426 0.632 0.287 1.786
C -2.807 -0.712 0.277 -0.842 -1.339 0.043
O -1.465 -1.110 0.327 -1.112 0.156 -0.221
H -3.516 -2.211 1.730 0.247 -0.118 -0.409
H -4.767 -1.084 1.346 0.134 0.254 -0.847
H -3.448 -0.591 2.314 0.084 0.048 0.184
H -2.900 0.361 0.112 0.603 0.492 0.212
H -3.317 -1.082 -0.612 0.573 -0.303 -0.936
C 2.722 0.392 -4.007 -1.067 -1.571 1.296
F 2.004 1.338 -3.345 0.928 -0.540 -1.170
F 3.124 0.719 -5.205 -0.094 0.916 0.227
F 3.744 0.017 -3.249 -0.158 0.489 -0.206
S 1.596 -1.155 -4.302 -0.356 -0.160 -2.258
O 0.251 -0.741 -4.603 0.487 0.299 0.893
O 2.265 -1.838 -5.427 -0.892 0.857 2.983
N 1.506 -1.939 -2.683 1.350 -0.123 -2.546
S 2.573 -3.169 -2.761 3.832 -1.981 -0.752
O 3.836 -2.886 -3.502 -3.617 -0.211 1.303
O 2.851 -3.818 -1.489 -1.241 0.669 -0.513
C 1.539 -4.567 -3.773 2.260 0.844 0.487
F 0.678 -5.115 -2.912 0.209 -0.519 0.224
F 0.820 -4.026 -4.743 0.467 -0.482 -0.172
F 2.418 -5.509 -4.225 -1.571 1.318 0.478
C 2.707 -0.784 0.883 2.698 -2.159 0.072
O 1.802 -0.720 0.095 -4.122 0.376 -2.310
N 3.198 0.194 1.563 -0.115 3.476 1.590
N 3.458 -1.863 1.023 0.634 -2.717 0.209
H 2.778 1.091 1.367 0.287 0.629 0.681
H 4.021 0.123 2.144 -0.359 0.123 -0.290
H 4.255 -1.815 1.640 -0.197 -0.496 -0.409
H 3.266 -2.680 0.461 0.201 -0.024 0.040
C 0.261 -4.064 0.732 2.084 1.197 -0.095
O 0.455 -3.375 -0.265 -1.663 2.339 -2.460
N 0.939 -5.154 0.842 1.011 -3.503 -0.574
N -0.271 -3.640 1.827 -2.352 1.581 2.191
H 1.254 -5.470 -0.065 0.465 -0.640 0.372
H 0.812 -5.749 1.647 0.273 -0.292 -0.544
H -0.284 -4.243 2.637 -0.258 0.653 0.019
H -0.587 -2.681 1.801 -0.199 -0.211 0.649
C -2.145 -3.016 -3.608 1.023 0.110 0.856
O -1.492 -2.322 -2.815 1.219 1.504 2.052
N -3.175 -2.631 -4.267 -2.251 2.487 -0.986
N -1.899 -4.254 -3.848 1.882 -5.526 -0.545
H -3.372 -1.648 -4.146 -1.113 0.238 -0.481
H -3.609 -3.261 -4.926 -0.128 0.793 0.112
H -2.446 -4.775 -4.519 -0.018 0.337 0.146
H -1.046 -4.755 -3.645 -0.258 0.684 0.480
C -3.406 0.831 -3.681 1.382 1.646 -0.006
O -4.213 -0.041 -3.756 -2.224 -2.697 0.760
N -2.958 1.464 -4.716 1.415 2.141 -4.083
N -2.838 1.331 -2.579 -0.575 -0.732 2.790
H -2.306 2.228 -4.602 -0.222 -0.228 -0.277
H -3.295 1.292 -5.652 0.008 -0.132 0.344
H -3.179 0.820 -1.776 0.662 0.617 0.164
H -2.035 1.942 -2.558 -0.283 -0.417 0.125
C 2.247 2.828 -0.169 1.032 -0.051 0.405
O 2.505 2.847 1.244 -0.743 -0.527 -0.076
C 1.446 3.545 1.911 0.601 0.227 -0.768
C 1.501 3.516 3.401 0.055 -0.063 0.986
N 0.275 4.096 4.000 2.130 0.585 0.294
C 0.621 4.402 5.443 -2.916 -1.987 -0.961
C -0.549 5.213 6.044 1.785 0.782 0.425
O -1.701 4.528 6.472 0.469 -1.148 0.456
C -2.474 5.352 7.327 -1.527 -0.138 -1.134
H 2.174 3.847 -0.548 -0.052 0.035 -0.094
H 1.373 2.242 -0.454 -0.225 -0.010 0.243
H 3.129 2.336 -0.580 -0.086 0.128 -0.307
H 0.493 3.149 1.558 -0.241 0.253 -0.168
H 1.659 4.569 1.606 -1.051 0.353 -0.037
H 2.364 4.103 3.714 -0.053 0.198 0.032
H 1.660 2.545 3.868 0.222 -0.595 -0.478
H -0.420 3.364 3.973 -0.293 0.059 0.246
H 1.659 4.706 5.580 -0.453 1.092 -0.300
H 0.624 3.451 5.976 -0.045 -0.364 0.350
H -0.851 5.976 5.328 0.196 0.324 0.052
H -0.050 5.631 6.919 -0.356 0.743 0.286
H -3.424 4.884 7.586 0.391 -1.004 0.273
H -2.921 6.100 6.672 0.627 1.168 0.360
H -2.013 5.691 8.255 0.402 0.201 -0.344
```
Forces are in eV/Å.

As for the charge: +1. Its spin multiplicity is 3. The lowest unoccupied orbital energy (spin up / spin down) is -3.407 / -6.593 eV. The expectation value of S² is 2.028.

Results of the Mulliken charge analysis, in e, for atoms 1 through 8: -0.106, 2.071, -1.526, -0.191, -0.176, 0.348, 0.403, 0.366

---

The following is a quantum chemistry calculation of a 2-piece molecular cluster, C4H14N2O overall, from the OMol25 dataset.

The geometry in XYZ format:
```
21
Properties=species:S:1:pos:R:3:forces:R:3
C -1.728 -0.255 -0.312 2.388 -0.757 -0.127
N -2.540 -1.442 -0.101 0.024 -1.007 0.653
C -0.206 -0.418 0.218 -2.138 -0.061 -1.375
C 0.454 0.966 0.421 -0.398 -0.762 -0.886
C 0.967 1.089 1.854 0.704 -0.666 -0.199
N 1.308 2.398 2.374 -0.780 0.535 -0.344
H -2.116 0.685 0.067 -0.568 -0.254 0.191
H -1.601 -0.184 -1.392 -0.395 0.455 -0.121
H -1.992 -2.267 -0.361 -0.056 0.374 -0.926
H -2.608 -1.724 0.876 -0.388 0.988 0.330
H 0.268 -1.035 -0.584 0.076 0.432 0.846
H -0.356 -1.058 1.092 0.700 0.339 0.321
H -0.262 1.739 0.127 -0.428 0.119 0.711
H 1.130 1.087 -0.428 0.958 0.027 0.616
H 0.189 0.615 2.482 0.353 0.310 -0.044
H 1.868 0.463 1.922 -0.299 -0.095 0.193
H 0.718 3.060 1.876 0.193 0.271 0.365
H 2.265 2.686 2.234 0.064 -0.254 -0.207
H 1.414 -1.330 -4.227 0.013 -0.887 0.100
H 1.054 -2.843 -4.023 -0.726 -0.198 0.020
O 1.772 -2.231 -4.113 0.703 1.090 -0.116
```
Forces are in eV/Å.

As for the charge: 0. The lowest unoccupied orbital energy is 0.597 eV. The energy above the lowest of the compared OMol25 structures with the same formula, charge and spin comes out at 1.832 eV.

Results of the Mulliken charge analysis, in e, for atoms 1 through 8: -0.515, -0.713, -0.663, -0.646, -0.475, -0.617, 0.406, 0.285

---

The following is a quantum chemistry calculation of a single C19H20N2O8S molecule, from the OMol25 dataset.

The geometry in XYZ format:
```
50
Properties=species:S:1:pos:R:3:forces:R:3
O 0.751 1.334 4.022 0.367 -1.344 0.336
O -1.230 3.099 0.101 0.355 -1.676 -0.627
O 1.864 -1.780 -3.426 -1.216 -0.400 -0.387
O 0.943 -3.441 -4.474 -0.534 1.198 0.616
O 1.102 -2.108 2.824 0.417 0.294 0.260
O -4.223 -0.406 -2.306 0.382 -0.294 -0.393
O -0.838 0.865 -0.359 0.408 1.129 0.164
O -5.203 -2.436 -3.064 0.024 0.600 -0.097
S 4.383 3.674 1.181 0.155 -0.161 -0.075
C 0.825 0.399 3.221 -0.571 2.525 -0.641
C -0.619 2.060 0.269 0.015 1.281 1.057
C 1.485 -3.162 3.607 -0.362 0.261 0.382
C 1.615 -2.797 4.894 0.346 0.663 0.721
C 1.379 -1.385 4.951 -0.224 0.093 -1.349
C 1.071 -1.000 3.654 0.314 -0.629 1.469
C -0.529 -0.696 -2.729 0.000 -0.436 0.165
C -1.644 -2.510 -3.906 1.671 0.535 -0.070
C -2.973 -0.881 -2.700 -0.427 -0.330 -0.289
C -0.420 -1.848 -3.526 -2.991 0.499 0.588
C -1.779 -0.251 -2.289 -0.661 -0.679 0.212
C -2.879 -2.021 -3.517 0.245 -0.066 -0.208
N 0.684 0.729 1.888 0.438 -1.739 0.212
N 0.865 -2.383 -3.837 2.162 -1.000 -0.477
C -5.401 -1.029 -2.913 1.015 -1.535 0.369
C 5.458 3.728 2.656 -0.954 -0.187 0.429
C -1.859 0.914 -1.371 -0.308 1.299 -0.419
C -4.143 -2.699 -3.998 0.293 0.323 0.378
C 2.864 2.900 1.842 -0.168 0.063 -0.046
C 0.516 2.072 1.345 -0.605 -0.861 -0.217
C 1.807 2.650 0.745 0.567 -0.197 0.075
H 1.642 -4.153 3.234 -0.241 0.064 -0.850
H 1.915 -3.425 5.733 -0.148 0.145 -0.434
H 1.481 -0.732 5.805 -0.169 -0.010 -0.189
H 0.347 -0.153 -2.348 -0.319 -0.498 -0.395
H -1.599 -3.383 -4.564 0.115 0.229 0.374
H 0.656 -0.057 1.259 0.053 0.124 -0.355
H -6.282 -0.873 -2.277 0.715 -0.076 0.214
H -5.622 -0.601 -3.876 0.347 0.465 -0.566
H 6.286 4.406 2.508 0.088 0.171 -0.336
H 5.840 2.755 2.936 0.117 -0.288 -0.201
H 4.881 4.084 3.515 0.024 0.130 -0.141
H -2.823 1.025 -0.864 0.101 -0.185 -0.296
H -1.719 1.801 -2.027 -0.012 -0.114 0.776
H -3.953 -3.782 -4.144 -0.532 0.561 0.487
H -4.402 -2.286 -4.971 -0.219 0.039 -0.267
H 2.454 3.596 2.573 -0.096 -0.101 0.147
H 3.086 1.955 2.343 0.134 0.116 -0.008
H 0.169 2.718 2.159 -0.054 -0.181 -0.221
H 1.585 3.579 0.218 -0.109 0.050 0.042
H 2.189 1.935 0.005 0.049 0.134 0.079
```
Forces are in eV/Å.

As for the charge: 0. The lowest unoccupied orbital energy is -0.886 eV. The energy above the lowest of the compared OMol25 structures with the same formula, charge and spin comes out at 5.330 eV.

Results of the Mulliken charge analysis, in e, for atoms 1 through 8: -0.692, -0.587, -0.592, -0.607, -0.312, -0.482, -0.213, -0.421

---

The following is a quantum chemistry calculation of C7H13BrO as an isolated structure, from the OMol25 dataset.

The geometry in XYZ format:
```
22
Properties=species:S:1:pos:R:3:forces:R:3
C -0.786 -1.122 1.436 -4.100 -7.039 1.059
C -0.177 0.043 1.122 3.960 7.604 -1.192
C 1.423 -2.161 -0.444 0.275 2.741 0.357
C -0.876 0.214 -1.351 -0.497 1.244 1.963
C 0.637 2.841 0.469 -0.390 0.815 0.894
C 1.651 -0.598 -0.688 -0.652 -0.980 0.329
C 0.122 0.496 -0.221 0.205 -0.474 1.476
O 0.645 1.776 -0.451 -0.090 -0.624 -0.273
Br 3.099 0.086 0.366 -0.017 -0.203 -0.107
H -0.780 -1.523 2.457 0.089 0.308 -0.496
H -1.359 -1.802 0.719 0.894 1.333 0.935
H 0.343 0.608 2.000 -0.925 -0.948 -1.881
H 2.323 -2.733 -0.393 0.705 -0.220 -0.263
H 0.917 -2.212 0.489 0.154 -0.194 1.041
H 0.707 -2.596 -1.079 -0.664 -0.389 -1.504
H -0.514 0.434 -2.320 0.740 0.079 -0.904
H -1.276 -0.780 -1.291 -0.370 -0.372 -0.033
H -1.631 1.008 -1.117 0.051 -0.983 -0.468
H 0.903 3.733 -0.139 -0.136 -0.580 0.438
H 1.401 2.754 1.290 -0.710 -0.181 -0.703
H -0.391 3.041 0.924 1.183 -0.508 -0.497
H 1.730 -0.178 -1.685 0.295 -0.430 -0.170
```
Forces are in eV/Å.

As for the charge: 0. Its spin multiplicity is 3. The lowest unoccupied orbital energy (spin up / spin down) is 0.862 / -2.214 eV. The expectation value of S² is 2.015.

Results of the Mulliken charge analysis, in e, for atoms 1 through 8: -1.292, 0.095, -1.166, -1.334, -0.662, -0.121, 0.690, -0.314

---

So what do the calculations give for M? Going down the list: 121.14; 174.20; 765.57; 106.17; 436.44; 193.08 g mol⁻¹.
So what do the calculations give for calculated total energy? Going down the list: -435.47126; -575.63165; -4344.81218; -345.50884; -1845.51625; -2923.52632 Eh.